1.
This record from the OMol25 dataset describes a cluster of 3 separate species, C2H11N3O2 in total at a distorted geometry. The level of theory is ωB97M-V/def2-TZVPD.

## Properties
**HOMO**: -8.26 eV
**E_tot**: -397.31552 Ha
**Orbital gap**: 8.43 eV
**SMILES**: [H]/N=N\[H].COC.NO
**Energy relative to the best compared isomer or geometry (same formula, charge and spin)**: 158.4 kcal per mole

```
18
Properties=species:S:1:pos:R:3:nbo_charge:R:1
H -1.4366 -1.3786 1.8999 0.33
N -0.7489 -1.7929 1.2612 -0.18
N 0.4649 -1.5985 1.5324 -0.39
H 0.6595 -0.7879 2.1539 0.31
C -1.6409 -0.1562 -0.9366 -0.25
O -1.3555 0.2258 0.3960 -0.59
C -0.5776 1.6039 0.4161 -0.25
H -2.1969 0.6470 -1.4360 0.16
H -0.7093 -0.3607 -1.4623 0.19
H -2.2784 -1.0396 -0.9000 0.19
H -1.3827 2.3177 0.2055 0.18
H -0.1392 1.7165 1.3962 0.19
H 0.1731 1.6983 -0.3559 0.22
N 2.5185 0.2677 -1.2077 -0.51
O 1.4833 -0.1765 -0.3912 -0.72
H 3.4227 0.0064 -0.8136 0.32
H 2.4331 -0.1694 -2.1273 0.32
H 1.3110 -1.0228 0.3693 0.48
```

2.
This record from the OMol25 dataset describes a cluster of 2 separate species, C2H11N4 in total at a distorted geometry. The level of theory is ωB97M-V/def2-TZVPD.

## Properties
**HOMO**: -14.30 eV
**Charge**: +1
**E_tot**: -301.47182 Ha
**Orbital gap**: 8.58 eV
**Energy relative to the best compared isomer or geometry (same formula, charge and spin)**: 100.3 kcal per mole

```
17
Properties=species:S:1:pos:R:3:nbo_charge:R:1
C -0.1589 0.1135 1.3916 -0.52
C 1.3411 0.0627 -0.7520 -0.09
N 1.6375 -1.2660 -0.4252 -0.82
N -2.2530 -0.4831 -0.7675 -1.10
N 0.6884 0.8071 0.3344 0.07
N 0.5486 2.0306 0.1971 -0.14
H -0.4547 0.8511 2.0760 0.22
H -1.1286 -0.3745 0.7589 0.33
H 0.3745 -0.6480 1.9096 0.24
H 0.8035 0.1757 -1.6852 0.23
H 2.2442 0.7314 -0.8929 0.25
H 1.1303 -1.5627 0.3828 0.37
H -2.8211 0.4061 -0.7485 0.39
H -1.5934 -0.4147 -1.5991 0.38
H -2.8102 -1.3329 -0.8380 0.41
H 2.6595 -1.4924 -0.2076 0.41
H -0.2075 2.3961 0.8654 0.36
```